Record 1
C5H7NO | ωB97M-V/def2-TZVPD

Properties
LUMO energy   0.5 eV
Orbital gap   9.3 eV
E   -324.56134 a.u.
Highest occupied orbital energy   -0.322 hartree
SMILES string   [H]/N=C1\OC=C2C[C@H]21.[H][H]

Last column: Mulliken charge in e.
Geometry (Å):
H1 -1.28 3.26 -0.97  0.113
C1 -1.34 -0.60 -0.47  -0.561
H2 -2.36 -0.87 -0.18  0.258
C2 1.20 -1.10 0.39  0.313
H3 0.80 1.98 -0.40  0.316
O1 1.67 0.23 0.27  -0.361
C3 0.58 1.01 0.04  -0.137
H4 -1.14 -0.66 -1.53  0.215
C4 -0.59 0.41 0.31  0.175
C5 -0.28 -1.03 0.55  -0.191
H5 -0.67 -1.54 1.43  0.350
N1 1.97 -2.09 0.49  -0.662
H6 2.95 -1.80 0.48  0.279
H7 -1.51 2.82 -0.41  -0.106

Record 2
C5H7NO | ωB97M-V/def2-TZVPD

Properties
LUMO energy   0.0 eV
Orbital gap   9.0 eV
E   -324.60735 a.u.
Highest occupied orbital energy   -0.332 hartree
SMILES string   C=CC(=O)CN=C

Last column: Mulliken charge in e.
Geometry (Å):
C1 -1.24 0.68 -0.07  -0.579
C2 0.72 -1.11 1.27  -0.498
O1 0.30 2.31 0.79  -0.557
H1 1.31 -2.01 1.09  0.280
N1 -1.00 -0.61 -0.72  -0.429
H2 -2.01 0.62 0.72  0.276
C3 1.10 0.08 0.70  -0.385
H3 -0.11 -1.18 1.98  0.238
C4 0.07 1.14 0.57  0.596
H4 0.27 -1.50 -2.07  0.294
C5 -0.12 -0.55 -1.68  -0.239
H5 2.13 0.34 0.47  0.378
H6 0.12 0.38 -2.21  0.281
H7 -1.54 1.41 -0.84  0.347

Record 3
C5H7NO | ωB97M-V/def2-TZVPD

Properties
LUMO energy   0.9 eV
Orbital gap   9.9 eV
E   -324.62370 a.u.
Highest occupied orbital energy   -0.328 hartree

Last column: Mulliken charge in e.
Geometry (Å):
C1 -0.75 1.02 0.47  -0.791
H1 -0.34 -0.54 1.88  0.400
C2 1.46 -0.26 0.58  -0.444
H2 -0.95 1.77 -2.56  0.276
H3 -0.85 1.82 1.20  0.358
H4 1.92 0.70 0.34  0.297
H5 -0.78 -1.28 -1.00  0.332
H6 2.06 -0.78 1.35  0.253
N1 -1.62 1.40 -1.89  -0.561
C3 -0.05 -0.25 0.87  0.231
C4 -0.07 -1.38 -0.18  -0.579
H7 -0.15 -2.38 0.26  0.234
O1 1.28 -1.09 -0.57  -0.397
C5 -1.16 1.25 -0.76  0.390

Record 4
C5H7NO | ωB97M-V/def2-TZVPD

Properties
LUMO energy   0.8 eV
Orbital gap   8.2 eV
E   -324.65629 a.u.
Highest occupied orbital energy   -0.271 hartree
SMILES string   C[N@@H+]1C=CC=C1[O-]

Last column: Mulliken charge in e.
Geometry (Å):
C1 -0.29 -0.37 -1.28  0.514
H1 0.05 1.38 -2.49  0.423
H2 1.46 2.36 -0.45  0.433
C2 0.96 1.40 -0.44  -0.010
C3 -1.00 -0.85 1.14  -0.784
C4 1.00 0.57 0.63  -0.893
H3 -1.22 0.06 1.72  0.283
C5 0.21 0.88 -1.55  -0.796
H4 -0.84 -1.69 1.82  0.331
H5 0.77 -1.45 0.27  0.313
H6 -1.84 -1.08 0.47  0.311
O1 -0.94 -1.28 -1.74  -0.596
H7 1.48 0.66 1.59  0.431
N1 0.20 -0.61 0.31  0.040

Record 5
C5H7NO | ωB97M-V/def2-TZVPD

Properties
LUMO energy   -0.7 eV
Orbital gap   8.0 eV
E   -324.33507 a.u.
Highest occupied orbital energy   -0.319 hartree

Last column: Mulliken charge in e.
Geometry (Å):
H1 1.35 -2.65 -0.43  -0.032
C1 -0.43 1.63 0.13  -0.518
H2 1.54 0.26 1.81  0.391
N1 -0.58 0.74 1.27  -0.548
H3 -0.26 -3.01 -1.07  0.111
C2 0.89 1.49 -0.02  -0.437
H4 -1.21 2.27 -0.20  0.518
C3 0.84 0.38 1.00  -0.092
C4 -0.30 -0.49 0.55  -0.016
C5 -0.72 -0.48 -0.95  -0.136
H5 -0.52 -1.34 1.16  0.506
H6 1.50 2.36 -0.16  0.333
O1 -0.47 -1.37 -1.75  -0.481
H7 -1.48 0.20 -1.34  0.401

Record 6
C5H7NO | ωB97M-V/def2-TZVPD

Properties
LUMO energy   1.1 eV
Orbital gap   9.7 eV
E   -324.55809 a.u.
Highest occupied orbital energy   -0.317 hartree

Last column: Mulliken charge in e.
Geometry (Å):
C1 0.39 0.06 -0.92  -0.345
C2 0.60 1.09 0.21  -0.085
O1 -0.81 1.39 0.26  -0.455
H1 -1.60 -1.79 -0.48  0.278
H2 -1.70 -0.90 1.07  0.263
C3 -1.20 -0.94 0.09  -0.470
C4 -1.14 0.36 -0.69  -0.109
H3 2.11 -0.26 0.30  0.235
H4 1.33 -0.35 1.96  0.353
N1 0.30 -1.07 0.07  -0.430
H5 1.20 2.00 0.17  0.411
H6 -1.92 0.67 -1.40  0.409
H7 1.29 -0.09 -1.54  0.477
C5 1.14 -0.16 0.90  -0.532

Record 7
C5H7NO | ωB97M-V/def2-TZVPD

Properties
LUMO energy   0.8 eV
Orbital gap   10.0 eV
E   -324.55522 a.u.
Highest occupied orbital energy   -0.337 hartree
SMILES string   O[C@H]1[C@H]2[C@H]3C[C@@H]1N23

Last column: Mulliken charge in e.
Geometry (Å):
H1 -1.59 -0.54 1.16  0.380
C1 -0.76 0.10 0.74  -0.221
H2 -1.79 0.56 -1.14  0.295
N1 -0.45 -1.48 0.00  -0.595
H3 0.28 -0.93 -2.05  0.429
C2 0.65 0.04 1.26  -0.670
H4 0.21 2.24 -1.28  0.298
H5 1.77 -1.58 0.02  0.424
O1 -0.40 1.94 -0.63  -0.550
H6 0.71 -0.45 2.24  0.282
C3 0.92 -0.92 0.13  -0.089
C4 0.08 -0.56 -1.05  -0.403
H7 1.16 1.00 1.28  0.240
C5 -0.80 0.59 -0.68  0.180

Record 8
C5H7NO | ωB97M-V/def2-TZVPD

Properties
⟨S²⟩   2.010
LUMO energy (alpha / beta)   1.0 / -2.5 eV
Orbital gap (alpha / beta)   5.0 / 6.7 eV
Multiplicity   3
E   -324.43626 a.u.
Highest occupied orbital energy (alpha / beta)   -0.146 / -0.341 hartree

Last column: Mulliken charge in e.
Geometry (Å):
H1 -0.10 -0.83 -2.19  0.352
C1 0.02 1.27 0.95  -0.225
H2 -1.58 0.20 2.09  0.300
H3 -1.70 -0.11 0.31  0.223
H4 0.11 -2.07 -1.08  0.437
C2 0.15 1.08 -0.54  0.225
C3 -1.04 0.16 1.15  -0.580
H5 0.15 2.11 1.60  0.420
N1 0.68 -0.18 -0.39  0.076
C4 0.49 -1.19 -1.40  -1.078
C5 0.44 -0.16 1.08  -0.470
H6 1.06 -0.65 1.69  0.498
H7 1.41 -1.46 -1.80  0.353
O1 -0.07 1.82 -1.47  -0.532

Record 9
C5H7NO2 | ωB97M-V/def2-TZVPD

Properties
LUMO energy   0.0 eV
Orbital gap   9.6 eV
E   -399.73880 a.u.
Highest occupied orbital energy   -0.351 hartree

Last column: Mulliken charge in e.
Geometry (Å):
H1 2.16 0.58 -0.56  0.299
H2 -3.29 -0.53 0.14  0.258
O1 0.17 2.42 0.22  -0.561
C1 -1.06 -0.88 -0.20  -0.857
H3 0.62 -1.42 1.79  0.287
H4 2.13 0.20 1.04  0.298
H5 -0.88 -1.92 -0.05  0.418
C2 0.08 0.08 0.09  1.679
H6 0.99 0.35 -1.94  0.388
N1 0.67 -0.21 1.41  -0.741
C3 1.28 0.03 -1.01  -1.387
O2 -1.89 1.14 -0.07  -0.294
C4 -0.51 1.37 0.23  -0.086
H7 1.64 -1.07 -1.12  0.309
C5 -2.09 -0.15 0.04  -0.010

Results for relative energy (zero: lowest compared OMol25 entry of this formula, charge and spin): 102.37, 73.49, 63.23, 42.78, 244.35, 104.40, 106.21, 70.02, 142.30 (in kcal/mol, following the order of the records).